Record 1
98
Properties=species:S:1:pos:R:3:forces:R:3:lowdin_charge:R:1 method="wB97M-V/def2-TZVPD" de_lowest_kcal_mol=2.18 total_energy_ha=-3504.52884 charge=-2 max_force_ev_per_a=0.25 spin_multiplicity=1
Rb -0.45642 -0.01968 -0.81310 0.1 -0.1 -0.1 0.507
C 0.16954 -1.70668 2.83031 0.0 0.0 0.0 -0.119
N 0.02960 -0.31708 2.39830 0.0 -0.1 0.0 -0.161
C 1.18474 0.49748 2.73403 -0.1 0.1 0.1 -0.138
C 2.44981 0.13387 2.00219 0.1 0.0 0.0 -0.299
C 3.68522 0.20335 2.63226 0.0 0.0 0.0 -0.042
C 4.82711 -0.06195 1.89142 0.0 0.0 0.0 -0.069
C 4.69626 -0.40585 0.55711 0.0 0.0 0.0 -0.041
C 3.41719 -0.46751 0.01947 0.0 0.0 0.0 -0.112
N 2.32206 -0.19412 0.72167 -0.1 0.1 -0.2 0.110
C -1.17407 0.30548 2.92744 0.0 0.0 0.0 -0.143
C -2.45183 -0.37388 2.50513 0.0 0.0 0.1 -0.278
C -3.51576 -0.47126 3.39407 0.0 0.0 0.0 -0.028
C -4.70101 -1.04482 2.95997 0.0 0.0 0.0 -0.073
C -4.78425 -1.49291 1.65409 0.0 0.0 0.0 -0.064
C -3.67094 -1.34680 0.83640 0.0 0.0 0.1 -0.133
N -2.52472 -0.81910 1.25285 -0.1 0.0 0.0 0.109
C 0.99166 -2.54009 1.86821 0.0 0.0 0.0 -0.282
C 2.24702 -3.02660 2.20667 0.0 0.0 0.0 -0.045
C 3.01076 -3.64694 1.22717 0.0 0.0 0.0 -0.072
C 2.49120 -3.77136 -0.04986 0.0 0.0 0.0 -0.051
C 1.19587 -3.31943 -0.27310 0.0 0.0 0.0 -0.148
N 0.45415 -2.73509 0.66272 0.0 0.1 0.0 0.112
H -0.82692 -2.14691 2.87518 0.0 0.0 0.0 0.119
H 0.60954 -1.76006 3.84300 0.0 0.0 0.0 0.123
H 1.38146 0.48108 3.82346 0.0 0.0 0.0 0.124
H 0.95654 1.53760 2.47386 0.0 0.0 0.0 0.126
H 3.74433 0.47871 3.67836 0.0 0.0 0.0 0.106
H 5.80588 0.00439 2.35191 0.0 0.0 0.0 0.099
H 5.55171 -0.61013 -0.07252 0.0 0.0 0.0 0.106
H 3.26546 -0.73428 -1.01690 0.0 0.0 -0.1 0.084
H -1.21423 1.33339 2.55121 0.0 0.0 0.0 0.119
H -1.15361 0.36370 4.03252 0.0 0.0 0.0 0.125
H -3.41147 -0.09735 4.40508 0.0 0.0 0.0 0.104
H -5.54668 -1.13360 3.63202 0.0 0.0 0.0 0.098
H -5.69330 -1.92071 1.25444 0.0 0.0 0.0 0.099
H -3.69929 -1.65253 -0.20295 0.0 0.0 0.0 0.090
H 2.64142 -2.86060 3.20186 0.0 0.0 0.0 0.106
H 4.01389 -3.99072 1.44961 0.0 0.0 0.0 0.103
H 3.07365 -4.17167 -0.86924 0.0 0.0 0.0 0.105
H 0.75714 -3.39891 -1.26111 0.0 0.0 0.0 0.062
S 1.85434 1.33018 -3.02971 0.0 -0.1 0.0 0.436
C 2.32973 -0.29470 -3.30252 -0.1 0.1 0.1 -1.293
S 1.20098 -1.57626 -3.41431 0.0 0.0 -0.1 0.460
C 3.72386 -0.59812 -3.36848 0.1 -0.1 0.1 -0.453
C 4.69611 0.39784 -3.15374 0.0 0.0 -0.1 -0.269
N 5.53310 1.17839 -2.96505 0.0 0.0 0.0 0.126
C 4.22649 -1.92287 -3.46732 0.0 0.0 -0.1 -0.316
N 4.69788 -2.97722 -3.54826 0.0 0.0 0.1 0.095
N -3.00956 0.93862 -2.58171 0.0 0.1 0.1 0.083
C -4.24398 0.58633 -2.12006 0.0 0.0 0.0 -0.282
C -5.00558 -0.35470 -2.83500 0.0 0.0 0.0 -0.061
C -6.24388 -0.78016 -2.39431 0.0 0.0 0.0 -0.131
C -6.75987 -0.27541 -1.20830 0.0 0.0 0.0 -0.142
C -6.01548 0.66067 -0.50169 0.0 0.0 0.0 -0.088
C -4.77244 1.13961 -0.91707 0.0 0.0 0.0 -0.131
C -4.04315 2.16618 -0.10035 0.0 0.0 -0.1 -0.219
C -4.79249 2.95884 0.78564 0.0 0.0 0.0 -0.085
C -4.17306 3.85705 1.63887 0.0 0.0 0.0 -0.139
C -2.78992 3.99001 1.59181 0.0 0.0 0.0 -0.144
C -2.06870 3.24883 0.66167 0.0 0.0 0.0 -0.184
C -2.63814 2.31516 -0.22463 0.0 0.0 0.0 -0.121
H -2.49451 1.60129 -1.96834 0.0 0.0 0.0 0.004
H -2.77169 0.77402 -3.54326 0.0 0.0 0.0 0.090
H -4.58050 -0.76899 -3.74359 0.0 0.0 0.0 0.097
H -6.79467 -1.51679 -2.96905 0.0 0.0 0.0 0.086
H -7.71820 -0.61161 -0.82944 0.0 0.0 0.0 0.081
H -6.40839 1.01594 0.44289 0.0 0.0 0.0 0.093
H -5.87629 2.89805 0.80292 0.0 0.0 0.0 0.084
H -4.76572 4.45905 2.32029 0.0 0.0 0.0 0.078
H -2.28471 4.68684 2.25564 0.0 0.0 0.0 0.080
H -0.99145 3.42195 0.62381 0.0 0.0 0.0 0.071
C -1.55858 -5.06226 -2.97142 0.0 0.0 0.0 -0.085
C -1.82484 -4.96881 -1.61342 0.0 0.0 0.0 -0.080
C -2.07862 -3.71660 -1.07453 0.0 0.0 -0.1 -0.172
N -2.09936 -2.59900 -1.79811 -0.1 -0.1 0.0 0.056
C -1.85040 -2.70195 -3.10092 0.0 0.1 0.0 -0.203
C -1.56787 -3.90638 -3.73198 0.0 0.0 0.0 -0.077
H -1.32905 -6.01886 -3.42532 0.0 0.0 0.0 0.099
H -1.81086 -5.84134 -0.97320 0.0 0.0 0.0 0.096
H -2.24714 -3.59831 -0.01020 0.0 0.0 0.0 0.094
H -1.83615 -1.77241 -3.65861 0.0 0.0 0.0 0.083
H -1.32884 -3.91765 -4.78643 0.0 0.0 0.0 0.103
N 6.41996 3.79364 -2.21373 -0.2 -0.1 0.1 0.105
C 6.09527 4.63872 -1.25010 0.0 0.0 0.0 -0.828
S 6.83233 6.12731 -1.07274 0.0 0.0 0.0 0.543
C 5.00920 4.18504 -0.32617 0.0 0.0 0.1 -0.232
C 4.97822 4.62643 0.99611 0.0 0.0 0.0 -0.058
C 3.96940 4.17611 1.82611 0.0 0.0 0.0 -0.152
N 3.00507 3.33737 1.43889 0.0 0.0 0.0 0.077
C 3.03874 2.93044 0.17421 0.2 0.0 0.0 -0.127
C 4.00819 3.32102 -0.74471 0.1 0.0 0.0 -0.002
H 7.10573 4.09675 -2.88456 0.0 0.0 0.0 0.091
H 6.00305 2.86036 -2.34979 0.1 0.1 0.0 0.022
H 5.73171 5.31275 1.35537 0.0 0.0 0.0 0.075
H 3.93289 4.50047 2.86175 0.0 0.0 0.0 0.096
H 2.29116 2.22275 -0.14713 -0.2 0.0 -0.1 0.072
H 3.94204 2.92606 -1.75192 0.0 0.0 0.0 0.063

Record 2
103
Properties=species:S:1:pos:R:3:forces:R:3:lowdin_charge:R:1 method="wB97M-V/def2-TZVPD" de_lowest_kcal_mol=0.00 total_energy_ha=-5745.27392 charge=0 max_force_ev_per_a=0.36 spin_multiplicity=1
Sr -0.27906 0.26116 -0.48126 -0.1 -0.2 0.1 1.377
C 1.98338 5.26559 1.56835 0.0 0.0 0.0 -0.018
C 1.27548 4.50106 0.49938 0.0 0.1 0.0 -0.278
C 0.39686 4.96003 -0.46815 0.1 -0.1 0.1 0.026
C 0.06858 3.81477 -1.21198 -0.1 0.2 0.0 -0.281
N 0.67950 2.75179 -0.71950 0.2 -0.2 0.0 0.029
N 1.42510 3.16971 0.32551 0.0 0.0 -0.1 0.034
B 2.33941 2.19606 1.11654 -0.1 -0.1 -0.1 -0.509
N 3.02810 1.20005 0.14786 0.0 0.0 -0.1 0.028
N 2.37792 0.32005 -0.66795 0.0 0.0 0.2 0.025
C 3.31678 -0.41541 -1.25763 0.0 0.0 0.0 -0.268
C 4.59122 -0.00322 -0.83734 0.0 0.0 0.0 0.018
C 4.36298 1.02004 0.05344 0.1 0.0 0.0 -0.271
C 5.37839 1.83000 0.79039 0.0 0.0 0.0 -0.021
C 3.02296 -1.54507 -2.16336 0.0 0.0 0.0 -0.154
C 1.73254 -1.90153 -2.54621 0.0 0.0 0.0 -0.040
C 1.49538 -2.99771 -3.35947 0.0 0.0 0.0 -0.061
C 2.55307 -3.76447 -3.82308 0.0 0.0 0.0 -0.085
C 3.84721 -3.42028 -3.46198 0.0 0.0 0.0 -0.083
C 4.07694 -2.32679 -2.64177 0.0 0.0 0.0 -0.039
N 1.55986 1.44813 2.23150 0.0 0.0 0.0 0.027
N 0.51453 0.63843 1.94352 0.1 0.1 -0.1 0.004
C 0.14642 0.05046 3.07612 0.0 0.0 0.0 -0.286
C 0.96312 0.48610 4.12969 0.1 0.1 0.0 0.024
C 1.85209 1.37107 3.54957 0.0 0.0 0.0 -0.269
C 2.96047 2.13136 4.20093 0.0 0.0 0.0 -0.016
C -0.92073 -0.96585 3.07518 0.0 0.0 0.0 -0.179
C -0.80478 -2.09399 3.88175 0.0 0.0 0.0 -0.034
C -1.75303 -3.10555 3.81728 0.0 0.0 0.0 -0.070
C -2.82827 -3.00444 2.94634 0.0 0.0 0.0 -0.077
C -2.95811 -1.87891 2.14542 0.0 0.0 0.0 -0.072
C -2.01518 -0.86722 2.21634 0.0 0.0 0.0 -0.058
C -0.88461 3.64217 -2.31681 -0.1 -0.1 0.0 -0.174
C -0.68673 2.63581 -3.26307 0.0 0.0 0.0 -0.044
C -1.63606 2.39031 -4.24316 0.0 0.0 0.0 -0.074
C -2.79491 3.15358 -4.29539 0.0 0.0 0.0 -0.102
C -2.99246 4.16692 -3.36706 0.0 0.0 0.0 -0.085
C -2.04328 4.41145 -2.38490 0.0 0.0 0.0 -0.038
H 1.68247 6.31113 1.52950 0.0 0.0 0.0 0.081
H 1.74936 4.87836 2.56170 0.0 0.0 0.0 0.075
H 3.06547 5.21275 1.44350 0.0 0.0 0.0 0.083
H 0.08367 5.97793 -0.62986 0.0 0.0 0.0 0.111
H 3.18647 2.84093 1.65424 0.0 0.0 0.0 0.106
H 5.55415 -0.38032 -1.13465 0.0 0.0 0.0 0.104
H 6.37385 1.48067 0.52090 0.0 0.0 0.0 0.081
H 5.30667 2.88817 0.53626 0.0 0.0 0.0 0.085
H 5.26774 1.74258 1.87115 0.0 0.0 0.0 0.067
H 0.86492 -1.36412 -2.20027 0.0 0.1 0.0 0.050
H 0.47462 -3.25397 -3.61391 0.0 0.0 0.0 0.111
H 2.37063 -4.62448 -4.45408 0.0 0.0 0.0 0.102
H 4.68486 -4.00820 -3.81540 0.0 0.0 0.0 0.101
H 5.09477 -2.08384 -2.36766 0.0 0.0 0.0 0.100
H 0.91317 0.20546 5.16834 0.0 0.0 0.0 0.112
H 2.94743 1.93622 5.27195 0.0 0.0 0.0 0.082
H 3.93506 1.83257 3.81362 0.0 0.0 0.0 0.072
H 2.86359 3.20651 4.04672 0.0 0.0 0.0 0.072
H 0.05602 -2.19701 4.53120 0.0 0.0 0.0 0.112
H -1.63792 -3.98726 4.43489 0.0 0.0 0.0 0.103
H -3.55380 -3.80465 2.87945 0.0 0.0 0.0 0.104
H -3.78544 -1.79683 1.45068 0.0 0.0 0.0 0.111
H -2.13828 0.01073 1.59299 0.0 0.1 0.1 0.065
H 0.23313 2.06058 -3.23897 0.0 0.0 0.0 0.113
H -1.46946 1.60498 -4.96938 0.0 0.0 0.0 0.110
H -3.53970 2.95985 -5.05654 0.0 0.0 0.0 0.105
H -3.89672 4.76188 -3.39964 0.0 0.0 0.0 0.108
H -2.21404 5.18576 -1.64587 0.0 0.0 0.0 0.113
O -3.77479 -1.69254 -2.63206 0.1 0.0 0.0 -0.055
C -3.88837 -2.95913 -2.15319 0.0 0.1 0.0 -0.263
C -5.04703 -3.67513 -2.45016 0.1 0.0 0.0 -0.021
C -5.20049 -4.96481 -1.97709 0.0 0.0 0.0 -0.092
C -4.20836 -5.55807 -1.20241 0.0 0.0 0.0 -0.098
C -3.06329 -4.84606 -0.90076 0.0 0.0 0.0 -0.030
C -2.87893 -3.54498 -1.36835 -0.1 0.1 -0.1 -0.078
C -1.67445 -2.75450 -0.99458 0.1 -0.1 0.1 -0.458
O -1.52383 -1.59464 -1.54703 0.0 0.3 -0.1 -0.248
N -0.87500 -3.26440 -0.10357 -0.1 0.1 0.0 0.026
N 0.09653 -2.35099 0.31326 0.2 0.0 0.0 -0.120
C 1.10214 -2.92756 0.84111 0.0 0.0 0.1 -0.903
S 1.29456 -4.68037 0.82832 0.0 0.0 0.0 0.931
C 2.85581 -4.67851 1.75202 0.0 0.0 0.0 -0.532
C 3.57990 -3.37684 1.46019 0.0 0.0 0.0 -0.513
S 2.38056 -2.04025 1.66356 0.0 0.0 0.0 0.955
H -2.85062 -1.41355 -2.34476 -0.1 0.0 0.0 0.036
H -5.80846 -3.20123 -3.05604 0.0 0.0 0.0 0.113
H -6.10251 -5.51535 -2.21492 0.0 0.0 0.0 0.100
H -4.33375 -6.56829 -0.83570 0.0 0.0 0.0 0.096
H -2.28256 -5.27635 -0.28744 0.0 0.0 0.0 0.108
H 3.43654 -5.53907 1.42011 0.0 0.0 0.0 0.074
H 2.65168 -4.77412 2.81845 0.0 0.0 0.0 0.070
H 3.96786 -3.36193 0.44038 0.0 0.0 0.0 0.071
H 4.39808 -3.19843 2.15788 0.0 0.0 0.0 0.078
Se -4.64325 1.05506 -1.73886 0.1 0.0 0.0 1.228
N -5.15940 2.53365 -0.91842 0.0 0.0 0.1 -0.212
C -4.17345 2.89789 -0.11775 -0.2 0.1 -0.1 -0.398
C -4.15012 4.03425 0.74626 0.1 0.0 0.1 0.007
C -3.03190 4.23010 1.48938 -0.1 -0.1 -0.1 -0.028
C -1.93439 3.30513 1.40904 0.0 0.0 0.1 -0.100
N -1.90911 2.26455 0.63717 -0.2 -0.1 -0.1 0.066
C -3.01553 2.05865 -0.14452 0.2 -0.1 0.1 -0.484
N -3.04831 1.02213 -0.96021 -0.2 0.0 0.0 -0.217
H -5.00056 4.70139 0.78994 0.0 0.0 0.0 0.120
H -2.95015 5.07241 2.16221 0.0 0.0 0.0 0.107
H -1.05883 3.45985 2.03271 0.0 0.0 0.0 0.120